The following is a quantum chemistry calculation of a cluster of 3 separate species, CH5NO4P in total, from the Open Molecules 2025 dataset.

Geometry as XYZ:
```
12
Properties=species:S:1:pos:R:3:forces:R:3
H 1.69454 -1.65239 -1.35590 -0.5 0.1 0.2
H -0.26838 1.39868 2.19468 0.4 0.2 1.0
C -0.85979 1.93835 1.47444 -2.1 -0.8 -1.5
P -0.02393 0.21648 -0.15749 0.2 0.6 -1.9
O -0.36995 -0.65926 0.99780 -0.5 0.3 -0.1
O -1.00626 0.62837 -1.21575 0.4 -0.6 1.4
O 1.39538 0.57622 -0.34460 0.3 0.3 0.3
H 0.86632 -3.05284 -1.25205 -0.4 -0.1 0.4
H -1.81354 1.40708 1.11710 0.6 0.6 1.1
N 0.76979 -2.07006 -1.43997 0.8 -0.1 -1.2
O -0.49629 2.86702 0.81196 0.6 1.1 0.5
H 0.11210 -1.59764 -0.83021 0.2 -1.4 -0.1
```
Positions in Å, forces in eV/Å.

As for the HOMO-LUMO gap: 9.20 eV. Its charge is -1. The HOMO energy comes out at -5.2 eV. The energy above the lowest of the compared OMol25 structures with the same formula, charge and spin is 33.7 kcal/mol.



The following is a quantum chemistry calculation of the ion CH5NO4P with charge -1, from the Open Molecules 2025 dataset.

Geometry as XYZ:
```
12
Properties=species:S:1:pos:R:3:forces:R:3
H 1.09335 0.06219 1.37614 -0.7 -0.7 1.3
C 0.53674 0.43849 0.55070 1.7 -4.3 -3.2
H 1.38022 0.56154 -1.32927 0.3 -0.4 -0.1
O 0.46578 1.73082 0.67447 0.9 4.0 1.1
O -2.10997 0.20635 0.80851 -0.7 0.1 -0.3
H -0.09602 2.13051 0.02956 -0.8 0.2 -0.7
H -1.32033 -2.13561 0.87643 -0.8 -0.1 1.1
N 1.69425 -0.02332 -0.54558 -2.1 0.3 0.7
P -1.06933 -0.24408 -0.15705 0.9 0.1 2.0
O -1.01849 0.08685 -1.60353 -0.3 -0.2 -0.1
H 1.29695 -0.95856 -0.79500 0.7 0.8 0.0
O -0.85313 -1.85518 0.11461 0.8 0.1 -1.8
```
Positions in Å, forces in eV/Å.

As for the HOMO-LUMO gap: 8.58 eV. Its SMILES is N[C@@H](O)[P@](=O)([O-])O. Its charge is -1. The HOMO energy comes out at -4.6 eV. The energy above the lowest of the compared OMol25 structures with the same formula, charge and spin is 8.5 kcal/mol.



The following is a quantum chemistry calculation of a cluster of 2 separate species, CH5NO4S in total, from the Open Molecules 2025 dataset.

Geometry as XYZ:
```
12
Properties=species:S:1:pos:R:3:forces:R:3
O 0.42792 -0.59892 -1.23016 -0.7 -0.1 -0.7
O -1.43420 -1.22885 0.88371 -0.5 -0.5 0.9
O 2.66763 0.15068 -0.57226 -2.2 0.6 0.3
S 1.24320 0.04234 -0.27214 3.2 1.8 -0.7
H -2.76560 -1.60848 -0.62240 0.0 0.2 0.5
H 0.38316 1.98021 -0.70385 -0.6 1.5 -2.5
N 0.42148 1.55196 0.15845 0.9 -3.5 0.7
C -1.99976 -0.95855 -0.14036 0.2 -1.2 -0.1
H 1.04943 2.10181 0.69791 0.8 0.4 0.8
H 0.37263 -0.61805 1.41379 -3.2 -0.4 1.3
H -1.59702 -0.15830 -0.69299 -0.3 1.4 -1.0
O 1.23112 -0.65585 1.08031 2.4 -0.4 0.4
```
Positions in Å, forces in eV/Å.

As for the HOMO-LUMO gap: 11.07 eV. Its SMILES is NS(=O)(=O)O.C=O. The HOMO energy comes out at -10.6 eV. The energy above the lowest of the compared OMol25 structures with the same formula, charge and spin is 35.0 kcal/mol.



The following is a quantum chemistry calculation of a cluster of 2 separate species, CH5NOS in total, from the Open Molecules 2025 dataset.

Geometry as XYZ:
```
9
Properties=species:S:1:pos:R:3:forces:R:3
H 2.14493 0.18710 3.18056 0.1 0.4 -0.2
H -3.97518 1.33540 -2.98596 -0.1 -0.4 0.0
O 3.90030 -0.56239 2.43133 0.5 0.5 -0.8
H -4.47181 0.16619 -4.57019 -0.2 -0.7 0.3
S -4.10674 1.40231 -4.31397 0.3 1.2 -0.3
C 2.91231 -0.59187 3.10412 -0.4 -1.2 0.9
N 2.59140 -1.69055 3.87492 -0.4 1.5 -1.0
H 2.01694 -1.49248 4.65858 -0.4 -0.4 0.7
H 3.30115 -2.37665 3.88935 0.6 -0.8 0.4
```
Positions in Å, forces in eV/Å.

As for the HOMO-LUMO gap: 10.79 eV. Its SMILES is NC=O.S. The HOMO energy comes out at -9.8 eV. The energy above the lowest of the compared OMol25 structures with the same formula, charge and spin is 7.2 kcal/mol.



The following is a quantum chemistry calculation of an isolated molecule of CH5NOS, from the Open Molecules 2025 dataset.

Geometry as XYZ:
```
9
Properties=species:S:1:pos:R:3:forces:R:3
H -2.30528 -1.19857 0.06635 -0.7 -1.7 0.4
C 0.70147 -0.23077 0.05495 0.6 -0.4 0.3
H 0.88030 -1.34627 -0.17350 -1.3 1.5 0.5
H 1.51579 0.00811 0.76062 -0.9 -0.1 0.6
H -0.77635 1.00235 1.06473 1.0 1.3 0.9
S -2.10245 0.01544 -0.29419 1.1 0.9 -0.6
H 1.62333 1.22057 -0.97577 -0.8 -1.0 0.1
N -0.64241 0.13359 0.63230 1.0 -1.8 -1.4
O 1.10562 0.39554 -1.13549 0.2 1.2 -0.8
```
Positions in Å, forces in eV/Å.

As for the HOMO-LUMO gap: 9.63 eV. Its SMILES is OCNS. The HOMO energy comes out at -8.9 eV. The energy above the lowest of the compared OMol25 structures with the same formula, charge and spin is 37.5 kcal/mol.



The following is a quantum chemistry calculation of a cluster of 2 separate species, CH5NOS2 in total, from the Open Molecules 2025 dataset.

Geometry as XYZ:
```
10
Properties=species:S:1:pos:R:3:forces:R:3
N -1.35088 -0.49755 1.41425 0.1 -0.8 -0.2
H -1.44768 0.35324 1.94422 0.0 0.0 -0.3
C -0.17143 -1.19450 1.43357 -0.1 1.1 0.6
H 1.22315 0.04938 -2.37602 0.3 0.1 0.0
H 0.37869 2.66324 -0.69257 0.1 0.1 0.0
S 0.06578 0.33172 -1.77886 -0.3 0.1 0.6
O -0.06796 -2.37974 1.27936 0.1 -0.4 -0.4
S 0.73045 1.48436 -0.16366 0.0 -0.1 -0.8
H -2.15483 -1.06306 1.18026 -0.2 0.3 0.4
H 0.68515 -0.50541 1.61612 -0.1 -0.5 0.1
```
Positions in Å, forces in eV/Å.

As for the HOMO-LUMO gap: 9.70 eV. Its SMILES is NC=O.SS. The HOMO energy comes out at -9.6 eV. The energy above the lowest of the compared OMol25 structures with the same formula, charge and spin is 6.8 kcal/mol.



Q: Among the records above, which one has the lowest HOMO energy?
A: CH5NO4S



Q: Which of these has the highest HOMO energy?
A: number 2